{
  "formula": "C2H10N2S2",
  "method": "ωB97M-V/def2-TZVPD",
  "symbols": ["C", "S", "S", "H", "H", "H", "H", "N", "C", "N", "H", "H", "H", "H", "H", "H"],
  "coordinates": [[-0.47086, -1.24292, -0.17002], [-0.39953, -0.78733, -1.86159], [0.68832, -2.46847, -2.54716], [-1.39969, -0.77048, 0.36872], [-0.49715, -2.30767, 0.07159], [0.41236, -0.78486, 0.16189], [-0.15139, -3.10536, -3.34595], [-0.00104, 1.35637, 3.22793], [0.43172, 2.79552, 2.94299], [-0.51959, 3.60139, 2.40093], [-0.27936, 1.31307, 4.22259], [0.81849, 0.75129, 3.13975], [1.19232, 2.66982, 2.19838], [1.03852, 3.43581, 3.81316], [-1.42564, 3.03482, 2.43413], [-0.44986, 3.83641, 1.43579]],
  "atomic_forces_ev_per_a": [[-2.452, 0.466, 1.880], [-0.195, -1.162, -1.993], [0.554, 0.944, 0.359], [1.756, -0.624, -1.133], [0.069, 0.152, -0.461], [1.008, 0.266, 1.527], [-0.736, -0.025, -0.158], [0.277, 1.773, 1.085], [4.376, -1.207, 1.920], [-5.659, 0.216, -0.110], [0.122, -0.172, -0.754], [-0.297, 0.285, 0.080], [0.906, -0.161, -0.315], [-1.650, -2.134, -1.356], [1.302, 1.393, 0.086], [0.619, -0.012, -0.657]],
  "mulliken_charge": [-0.74, -0.05, -0.23, 0.26, 0.35, 0.27, 0.15, -0.60, -0.26, -0.58, 0.24, 0.24, 0.26, 0.20, 0.25, 0.26],
  "homo_lumo_gap_ha": 0.341,
  "multiplicity": 1,
  "smiles": "CSS.NCN"
}